1.
# C3H10NO

2 unconnected molecules or ions with the total composition C3H10NO in a non-equilibrium geometry (ωB97M-V with the def2-TZVPD basis set, the OMol25 dataset).

## Properties
Relative energy (zero: lowest compared OMol25 entry of this formula, charge and spin)   1.519 eV

```
! wB97M-V def2-TZVPD RIJCOSX def2/J DEFGRID3
* xyz 1 1
C 1.310 0.651 -0.435
N 1.913 1.695 -1.376
H 1.276 -0.291 -0.971
H 0.324 0.984 -0.147
H 2.020 0.584 0.379
H 1.255 1.871 -2.132
H 2.219 2.528 -0.877
H 2.761 1.341 -1.834
C -2.204 -1.348 1.885
C -2.017 -1.041 0.612
O -0.915 -1.458 -0.114
H -2.932 -0.750 2.418
H -1.420 -1.808 2.470
H -2.815 -0.564 0.049
H -0.775 -2.395 0.072
*
```

2.
# C5H12O3

2 unconnected molecules or ions with the total composition C5H12O3 in a non-equilibrium geometry (ωB97M-V with the def2-TZVPD basis set, the OMol25 dataset).

## Properties
Relative energy (zero: lowest compared OMol25 entry of this formula, charge and spin)   1.890 eV

```
! wB97M-V def2-TZVPD RIJCOSX def2/J DEFGRID3
* xyz -2 1
C 1.191 -2.682 -1.242
O 0.977 -3.887 -0.818
C 0.524 -1.664 -0.309
C 0.526 -0.316 -0.969
C -0.451 0.639 -0.181
C 0.049 1.175 1.166
O -0.067 2.476 1.155
H 2.301 -2.620 -1.410
H 0.747 -2.764 -2.371
H -0.479 -2.061 -0.288
H 0.869 -1.710 0.783
H 0.107 -0.249 -2.026
H 1.540 0.197 -1.079
H -1.403 0.201 -0.034
H -0.624 1.596 -0.791
H 1.189 0.928 1.422
H -0.451 0.770 2.074
H -1.211 3.045 0.832
H -2.826 2.895 1.460
O -2.260 3.518 0.993
*
```

3.
# C35H53F3N2O5P

4 unconnected molecules or ions with the total composition C35H53F3N2O5P in a non-equilibrium geometry (ωB97M-V with the def2-TZVPD basis set, the OMol25 dataset).

```
! wB97M-V def2-TZVPD RIJCOSX def2/J DEFGRID3
* xyz 1 1
C 9.019 -2.076 3.528
C 9.505 -1.603 2.163
C 8.410 -1.595 1.098
C 7.603 -0.274 1.043
C 6.108 -0.487 1.276
C 5.256 0.726 0.867
C 4.014 0.359 0.059
C 2.878 -0.204 0.906
C 1.907 0.881 1.414
C 1.387 0.485 2.803
C 0.020 1.070 3.195
C -1.039 1.043 2.080
C -2.447 0.805 2.642
C -3.240 -0.259 1.885
C -4.460 -0.734 2.700
C -5.771 -0.067 2.254
N -6.810 -1.063 1.757
C -8.226 -0.619 1.994
O -8.630 -1.127 3.229
N -9.799 -2.022 3.071
O -9.494 -3.128 3.141
P -6.488 -1.425 0.044
O -6.453 -0.230 -0.735
O -7.570 -2.422 -0.544
O -5.115 -2.176 0.028
H 8.322 -1.348 3.943
H 8.565 -3.061 3.463
H 9.843 -2.156 4.231
H 9.992 -0.634 2.265
H 10.290 -2.288 1.844
H 8.900 -1.714 0.137
H 7.752 -2.439 1.299
H 8.016 0.381 1.808
H 7.767 0.170 0.065
H 6.003 -0.637 2.349
H 5.812 -1.409 0.778
H 5.874 1.390 0.267
H 4.951 1.242 1.777
H 4.316 -0.339 -0.721
H 3.674 1.252 -0.468
H 3.286 -0.739 1.763
H 2.336 -0.950 0.326
H 2.485 1.798 1.492
H 1.121 0.993 0.673
H 1.397 -0.595 2.938
H 2.108 0.880 3.518
H -0.354 0.461 4.017
H 0.153 2.069 3.604
H -1.054 2.033 1.640
H -0.787 0.371 1.266
H -2.436 0.527 3.694
H -3.019 1.734 2.596
H -3.559 0.066 0.897
H -2.607 -1.134 1.756
H -4.281 -0.513 3.747
H -4.584 -1.815 2.621
H -5.572 0.671 1.483
H -6.236 0.464 3.076
H -6.684 -1.929 2.298
H -8.879 -1.035 1.227
H -8.322 0.459 1.974
H -7.969 -3.020 0.114
H -5.139 -2.908 -0.615
F -10.527 -1.216 -5.940
C -9.644 -0.444 -5.282
C -9.125 -0.891 -4.083
C -8.210 -0.095 -3.407
C -7.837 1.134 -3.931
C -8.374 1.568 -5.136
C -9.281 0.774 -5.821
H -9.436 -1.850 -3.690
H -7.789 -0.432 -2.472
H -7.126 1.754 -3.400
H -8.086 2.528 -5.543
H -9.705 1.090 -6.765
F 9.213 -0.342 -2.369
C 9.487 -1.458 -3.074
C 10.382 -1.391 -4.122
C 10.661 -2.544 -4.841
C 10.039 -3.741 -4.511
C 9.139 -3.786 -3.455
C 8.863 -2.639 -2.727
H 10.851 -0.447 -4.368
H 11.366 -2.508 -5.660
H 10.257 -4.637 -5.076
H 8.650 -4.717 -3.198
H 8.170 -2.655 -1.896
F -1.360 2.486 -0.675
C -2.097 3.613 -0.766
C -1.476 4.836 -0.616
C -2.238 5.991 -0.714
C -3.604 5.908 -0.949
C -4.210 4.668 -1.093
C -3.452 3.508 -1.006
H -0.411 4.878 -0.426
H -1.764 6.957 -0.606
H -4.194 6.811 -1.022
H -5.274 4.603 -1.275
H -3.904 2.531 -1.125
*
```

4.
# C14H26N2O10PSeTi

A molecular structure, C14H26N2O10PSeTi (ωB97M-V with the def2-TZVPD basis set, the OMol25 dataset).

## Properties
Relative energy (zero: lowest compared OMol25 entry of this formula, charge and spin)   0.000 eV

```
! wB97M-V def2-TZVPD RIJCOSX def2/J DEFGRID3
* xyz 1 1
Ti -0.624 0.677 0.202
C -0.496 0.641 3.330
O -1.388 0.539 2.192
C -2.575 1.317 2.416
C -3.492 1.191 1.195
O -2.803 0.379 0.239
C -3.458 0.172 -1.022
C -2.650 0.888 -2.069
O -1.290 0.485 -1.846
C -0.402 0.960 -2.880
H -0.119 1.662 3.401
H 0.326 -0.045 3.167
H -1.059 0.372 4.224
H -2.274 2.355 2.574
H -3.062 0.936 3.316
H -3.692 2.174 0.762
H -4.432 0.698 1.449
H -4.483 0.540 -0.983
H -3.458 -0.903 -1.201
H -2.708 1.976 -1.969
H -2.949 0.585 -3.075
H -0.661 0.457 -3.812
H 0.609 0.706 -2.575
H -0.512 2.042 -2.969
O 4.739 2.552 2.393
C 5.029 2.836 1.129
O 5.961 3.532 0.829
C 4.147 2.282 0.057
C 4.420 2.494 -1.270
N 3.458 1.867 -1.971
N 2.555 1.264 -1.200
C 2.960 1.505 0.041
C 2.170 0.969 1.173
O 2.501 1.129 2.328
O 1.098 0.257 0.844
H 3.965 1.952 2.462
H 5.230 3.036 -1.727
H 3.380 1.813 -2.973
Se -0.561 2.855 0.126
C -1.655 -2.532 0.942
O -0.907 -1.609 0.135
P 0.078 -2.091 -1.139
O -0.946 -2.899 -2.065
C -1.167 -4.323 -2.044
O 0.864 -3.325 -0.458
C 2.150 -3.060 0.140
H -2.071 -1.973 1.777
H -1.001 -3.320 1.312
H -2.464 -2.968 0.356
H -1.551 -4.649 -1.079
H -0.242 -4.854 -2.256
H -1.899 -4.530 -2.819
H 2.934 -3.404 -0.532
H 2.198 -3.616 1.073
H 2.281 -1.998 0.348
*
```

5.
# C32H27N4O6PPtS

A molecular structure, C32H27N4O6PPtS in a non-equilibrium geometry (ωB97M-V with the def2-TZVPD basis set, the OMol25 dataset).

## Properties
Relative energy (zero: lowest compared OMol25 entry of this formula, charge and spin)   0.000 eV

```
! wB97M-V def2-TZVPD RIJCOSX def2/J DEFGRID3
* xyz 2 1
Pt -0.342 -0.998 -0.057
O 3.442 -1.730 -1.227
C 2.274 -1.502 -1.115
N 1.602 -1.220 0.081
C 2.126 -1.340 1.368
O 3.283 -1.448 1.653
C 1.040 -1.302 2.410
C 1.334 -1.578 3.725
C 0.296 -1.617 4.646
C -0.997 -1.367 4.215
C -1.219 -1.088 2.881
N -0.215 -1.040 2.007
C 1.335 -1.502 -2.288
C 1.781 -1.840 -3.543
C 0.862 -1.887 -4.583
C -0.466 -1.589 -4.326
C -0.846 -1.254 -3.041
N 0.049 -1.195 -2.055
H 2.362 -1.781 3.992
H 0.492 -1.855 5.682
H -1.835 -1.401 4.897
H -2.213 -0.898 2.503
H 2.826 -2.082 -3.672
H 1.177 -2.168 -5.578
H -1.215 -1.632 -5.104
H -1.874 -1.040 -2.789
O -2.878 -2.141 -0.395
N -2.417 -0.871 -0.210
C -3.217 0.080 0.067
C -2.903 1.507 0.146
C -4.027 2.329 0.264
C -3.913 3.709 0.284
C -2.662 4.295 0.186
C -1.534 3.496 0.072
C -1.633 2.105 0.050
P -0.032 1.280 -0.058
C 0.733 1.815 -1.591
C 2.102 1.674 -1.841
C 2.628 2.069 -3.060
C 1.799 2.592 -4.043
C 0.435 2.705 -3.815
C -0.100 2.317 -2.598
C 0.853 1.749 1.435
C 2.245 1.698 1.550
C 2.855 2.017 2.752
C 2.090 2.378 3.851
C 0.705 2.416 3.751
C 0.086 2.102 2.555
H -3.824 -2.205 -0.173
H -4.271 -0.174 0.178
H -5.008 1.876 0.335
H -4.800 4.320 0.373
H -2.557 5.371 0.202
H -0.560 3.966 0.007
H 2.774 1.240 -1.118
H 3.689 1.965 -3.238
H 2.216 2.906 -4.991
H -0.216 3.104 -4.581
H -1.165 2.417 -2.438
H 2.876 1.400 0.729
H 3.933 1.976 2.825
H 2.572 2.629 4.786
H 0.104 2.700 4.605
H -0.993 2.143 2.497
C 0.459 -5.490 0.187
S -0.718 -4.236 -0.218
O -2.031 -4.763 0.012
O -0.416 -3.780 -1.574
O -0.372 -3.111 0.767
H 0.121 -6.409 -0.285
H 0.479 -5.613 1.267
H 1.436 -5.196 -0.189
*
```

6.
# C8H9NO

C8H9NO in the gas phase in a non-equilibrium geometry (ωB97M-V with the def2-TZVPD basis set, the OMol25 dataset).

## Properties
Relative energy (zero: lowest compared OMol25 entry of this formula, charge and spin)   4.092 eV
SMILES   CC(=O)Nc1ccccc1

```
! wB97M-V def2-TZVPD RIJCOSX def2/J DEFGRID3
* xyz 0 1
C -0.361 3.457 -0.265
C -0.551 2.057 0.208
C 0.187 -0.315 -0.317
C 0.714 -1.030 -1.304
C 0.935 -2.441 -1.096
C 0.541 -2.990 0.101
C -0.030 -2.183 1.226
C -0.165 -0.795 0.970
H 0.683 3.630 -0.709
H -1.081 3.694 -1.142
H -0.562 4.452 0.544
H 0.209 1.283 -1.312
H 1.119 -0.704 -2.401
H 1.459 -3.053 -1.745
H 0.814 -3.996 0.405
H -0.368 -2.676 2.259
H -0.563 -0.169 1.477
N 0.105 1.143 -0.520
O -1.259 1.872 1.141
*
```

no.,LUMO (eV)
1,-4.0
2,6.7
3,-4.7
4,-3.4
5,-7.0
6,0.8